10
Properties=species:S:1:pos:R:3:forces:R:3 method="wB97M-V/def2-TZVPD" e_above_lowest_ev=1.200 smiles="NCC(=S)S" homo_lumo_gap_ha=0.31278 molar_mass_g_mol=107.203
C -0.151640 0.353049 0.667600 -1.8 -1.4 -1.4
C 0.402508 -1.000864 0.054464 -0.3 0.6 0.0
H -1.115067 2.053480 0.077605 0.4 -0.3 -0.4
H 0.424703 2.041657 -0.466346 0.0 -0.4 0.2
H -1.141906 0.031277 1.218670 1.8 0.9 -1.1
H 0.581535 0.607948 1.361097 1.0 0.4 1.5
H 0.268430 -2.415206 -1.996380 -0.2 0.7 0.7
N -0.386692 1.447741 -0.315137 -0.9 -0.5 0.9
S -0.293852 -1.218370 -1.608828 1.0 -0.5 1.0
S 1.411982 -1.900711 1.007255 -1.0 0.5 -1.4



13
Properties=species:S:1:pos:R:3:forces:R:3 method="wB97M-V/def2-TZVPD" e_above_lowest_ev=3.228 total_charge=+2 homo_lumo_gap_ha="0.19777 / 0.20434" molar_mass_g_mol=303.333 multiplicity=2
O -0.923458 1.715545 0.459508 2.3 -3.4 -1.9
C -0.610469 0.479544 0.001505 -4.4 1.5 2.6
O -1.182454 -0.588411 0.722212 2.9 1.4 -2.1
C -2.607514 -0.472841 0.993167 -1.2 0.1 0.5
Mg -2.616554 1.613863 1.342914 -0.5 -0.4 0.4
H 0.848803 0.194626 -0.307244 1.6 -0.2 -0.1
H -2.806655 -1.169468 1.821033 0.1 0.4 -0.2
H -3.160163 -0.859614 0.114472 0.4 0.2 0.3
H -0.816223 0.329792 -1.080592 1.0 0.1 -0.1
O 2.965297 -1.321253 -0.898270 -0.4 -0.1 0.1
C 2.568034 -0.138425 -0.767427 -0.4 0.1 0.1
O 3.350623 0.820457 -0.972837 -0.4 0.2 0.1
Lu 4.990735 -0.603815 -1.428435 -1.0 0.2 0.3